Entry 1:
{
  "formula": "C27H23Cl2MoN4O5PSe2",
  "method": "ωB97M-V with the def2-TZVPD basis set",
  "relative_energy_ev": 1.245,
  "lumo_ev": -1.949,
  "orbital_gap_ev": 6.122,
  "e_homo_ha": -0.2966,
  "total_charge": 0,
  "species": ["Mo", "Se", "P", "Se", "C", "C", "C", "C", "C", "C", "C", "C", "C", "C", "C", "C", "H", "H", "H", "H", "H", "H", "H", "H", "H", "H", "O", "C", "C", "C", "C", "C", "C", "C", "O", "N", "O", "O", "H", "H", "H", "H", "C", "C", "C", "O", "H", "H", "H", "H", "H", "H", "H", "Cl", "C", "Cl", "H", "H", "N", "C", "C", "C", "N", "C", "N"],
  "xyz": [[0.321, 0.972, 0.414], [-1.853, -0.230, 0.960], [-2.360, -1.612, -0.736], [-1.609, -1.137, -2.646], [-4.189, -1.619, -0.697], [-4.883, -1.786, -1.891], [-6.269, -1.860, -1.887], [-6.969, -1.765, -0.694], [-6.280, -1.595, 0.500], [-4.896, -1.522, 0.500], [-1.890, -3.274, -0.162], [-1.279, -4.157, -1.042], [-0.935, -5.433, -0.615], [-1.213, -5.830, 0.683], [-1.828, -4.948, 1.565], [-2.162, -3.672, 1.147], [-4.331, -1.849, -2.820], [-6.800, -1.989, -2.821], [-8.050, -1.820, -0.692], [-6.822, -1.515, 1.434], [-4.373, -1.375, 1.435], [-1.059, -3.841, -2.053], [-0.438, -6.106, -1.301], [-0.943, -6.825, 1.015], [-2.040, -5.254, 2.581], [-2.620, -2.983, 1.845], [1.026, 0.358, 2.189], [2.073, 0.561, 2.867], [3.160, 1.340, 2.470], [4.261, 1.476, 3.353], [5.335, 2.207, 2.969], [5.394, 2.830, 1.695], [4.358, 2.713, 0.825], [3.188, 1.968, 1.174], [2.230, 1.881, 0.348], [6.464, 2.359, 3.892], [7.421, 2.997, 3.503], [6.399, 1.790, 4.964], [2.107, 0.070, 3.843], [4.246, 1.000, 4.325], [6.282, 3.389, 1.439], [4.384, 3.169, -0.154], [-2.494, 2.629, -1.652], [-1.011, 2.922, -1.740], [-0.425, 2.681, -3.116], [-0.330, 2.052, -0.816], [-3.037, 3.317, -2.301], [-2.856, 2.748, -0.631], [-2.688, 1.606, -1.978], [-0.790, 3.937, -1.397], [-0.613, 1.651, -3.419], [0.649, 2.867, -3.117], [-0.896, 3.353, -3.833], [-0.869, 2.846, 2.161], [-0.112, 4.457, 2.357], [0.863, 4.913, 0.969], [0.513, 4.419, 3.240], [-0.924, 5.165, 2.468], [1.181, -0.462, -0.582], [1.782, -1.211, -1.255], [2.547, -2.006, -2.041], [2.104, -3.305, -2.420], [1.771, -4.366, -2.718], [3.816, -1.518, -2.467], [4.843, -1.110, -2.793]],
  "forces_ev_per_a": [[-0.413, 0.443, -0.634], [0.267, 0.201, -0.052], [-0.046, -0.039, 0.006], [0.053, 0.013, 0.007], [0.026, -0.019, 0.040], [-0.002, 0.004, 0.005], [0.007, 0.002, 0.000], [0.001, -0.002, -0.006], [0.014, 0.001, 0.006], [-0.004, -0.006, -0.019], [0.016, 0.021, -0.021], [0.028, -0.012, 0.007], [0.013, -0.015, -0.010], [0.001, 0.006, -0.003], [-0.005, 0.011, -0.008], [0.013, -0.021, 0.002], [-0.001, 0.001, -0.003], [0.002, 0.001, 0.002], [0.003, -0.001, 0.000], [0.002, 0.001, -0.002], [0.002, 0.001, 0.010], [0.021, -0.002, -0.005], [0.007, 0.011, -0.005], [0.000, 0.001, -0.001], [-0.001, -0.001, -0.001], [0.005, 0.004, -0.001], [0.131, -0.270, 0.726], [-0.062, 0.079, -0.094], [0.001, 0.024, -0.042], [0.071, 0.036, 0.009], [-0.130, 0.063, 0.060], [-0.041, -0.003, 0.010], [0.045, 0.030, 0.026], [-0.045, -0.037, -0.006], [-0.037, -0.124, 0.100], [0.240, -0.412, -0.160], [-0.092, 0.149, 0.042], [-0.101, 0.147, 0.045], [0.039, -0.005, -0.016], [0.011, 0.009, 0.000], [-0.007, 0.000, -0.012], [0.016, -0.003, 0.002], [0.034, -0.014, 0.033], [-0.078, 0.055, -0.014], [0.035, -0.017, 0.040], [-0.041, -0.124, -0.024], [0.021, 0.011, -0.001], [-0.008, 0.000, -0.003], [-0.008, 0.008, 0.009], [0.006, -0.029, 0.014], [0.008, 0.015, 0.000], [0.000, -0.008, -0.011], [-0.008, 0.005, 0.009], [0.006, -0.078, -0.048], [0.060, -0.006, -0.038], [0.008, -0.017, 0.017], [0.022, -0.004, -0.011], [-0.013, -0.014, 0.015], [-0.047, -0.086, 0.038], [0.074, 0.086, -0.098], [-0.069, -0.076, 0.006], [0.037, 0.015, 0.019], [-0.061, 0.004, 0.002], [-0.019, -0.029, 0.045], [-0.007, 0.021, -0.006]]
}


Entry 2:
{
  "formula": "C27H23Cl48NO3P",
  "method": "ωB97M-V with the def2-TZVPD basis set",
  "lumo_ev": 1.324,
  "orbital_gap_ev": 6.487,
  "e_homo_ha": -0.1898,
  "total_charge": -1,
  "species": ["C", "C", "C", "O", "C", "C", "C", "C", "C", "C", "C", "O", "P", "C", "C", "C", "C", "C", "N", "O", "H", "H", "H", "H", "H", "H", "H", "H", "H", "H", "H", "H", "H", "H", "H", "H", "H", "H", "H", "H", "H", "H", "H", "C", "Cl", "Cl", "Cl", "Cl", "C", "Cl", "Cl", "Cl", "Cl", "C", "Cl", "Cl", "Cl", "Cl", "C", "Cl", "Cl", "Cl", "Cl", "C", "Cl", "Cl", "Cl", "Cl", "C", "Cl", "Cl", "Cl", "Cl", "C", "Cl", "Cl", "Cl", "Cl", "C", "Cl", "Cl", "Cl", "Cl", "C", "Cl", "Cl", "Cl", "Cl", "C", "Cl", "Cl", "Cl", "Cl", "C", "Cl", "Cl", "Cl", "Cl", "C", "Cl", "Cl", "Cl", "Cl"],
  "xyz": [[-2.627, -0.365, 0.984], [-1.666, -0.033, 0.363], [-0.521, 0.492, -0.409], [0.175, -0.538, -1.080], [1.188, -1.167, -0.290], [2.567, -0.918, -0.909], [3.644, -0.946, 0.195], [2.860, -2.030, -1.932], [1.671, -2.242, -2.866], [4.088, -1.719, -2.786], [-1.085, 1.433, -1.557], [-0.400, 2.631, -1.534], [-0.192, 3.033, 0.174], [-0.171, 3.198, 2.071], [1.039, 3.382, 2.747], [1.036, 3.472, 4.128], [-0.174, 3.371, 4.801], [-1.318, 3.203, 4.040], [-1.343, 3.117, 2.707], [0.270, 1.292, 0.358], [-3.481, -0.518, 1.587], [0.997, -2.242, -0.356], [1.140, -0.881, 0.755], [2.585, 0.036, -1.432], [4.478, -1.580, -0.102], [4.066, 0.037, 0.385], [3.256, -1.376, 1.117], [3.092, -2.967, -1.415], [1.852, -3.121, -3.489], [0.764, -2.424, -2.303], [1.573, -1.389, -3.535], [4.402, -2.604, -3.340], [4.944, -1.405, -2.190], [3.869, -0.946, -3.521], [-2.176, 1.510, -1.506], [-0.907, 0.878, -2.483], [-1.597, 2.781, 0.299], [-0.431, 4.453, -0.021], [1.219, 3.286, 0.058], [1.990, 3.437, 2.238], [1.947, 3.622, 4.694], [-0.252, 3.417, 5.877], [-2.271, 3.114, 4.553], [-3.708, -3.790, 3.416], [-3.404, -2.405, 2.350], [-2.528, -3.793, 4.725], [-5.340, -3.679, 4.090], [-3.576, -5.289, 2.473], [-8.468, -3.390, 0.706], [-9.320, -2.200, -0.284], [-8.670, -4.997, -0.002], [-6.757, -2.984, 0.769], [-9.151, -3.383, 2.342], [-0.048, 7.676, 2.021], [1.218, 8.916, 2.012], [-1.324, 8.145, 3.154], [-0.724, 7.527, 0.392], [0.599, 6.109, 2.494], [-2.543, -4.109, -2.602], [-1.555, -2.718, -2.174], [-4.257, -3.694, -2.456], [-2.200, -4.599, -4.268], [-2.169, -5.452, -1.511], [4.077, 9.210, -1.059], [5.100, 7.855, -1.539], [4.348, 10.579, -2.148], [2.383, 8.722, -1.125], [4.490, 9.697, 0.590], [3.721, 7.551, -5.728], [2.793, 8.458, -6.931], [3.545, 5.823, -6.031], [5.430, 8.000, -5.852], [3.136, 7.933, -4.113], [1.162, -5.681, 2.882], [1.882, -7.231, 2.403], [-0.539, -5.659, 2.423], [1.301, -5.499, 4.636], [1.996, -4.350, 2.086], [-8.759, -2.845, 6.889], [-7.983, -1.434, 7.611], [-10.507, -2.592, 6.831], [-8.149, -3.079, 5.249], [-8.403, -4.277, 7.861], [-4.021, -1.300, -6.158], [-3.757, -0.056, -7.388], [-2.668, -1.322, -5.036], [-5.511, -0.947, -5.279], [-4.170, -2.877, -6.948], [-4.660, 5.062, 1.339], [-6.084, 5.638, 0.446], [-3.249, 6.006, 0.871], [-4.948, 5.263, 3.077], [-4.384, 3.364, 0.982], [5.799, -5.917, 0.539], [7.104, -4.722, 0.596], [6.429, -7.449, -0.082], [5.157, -6.159, 2.163], [4.520, -5.339, -0.525], [9.448, -7.217, -3.248], [8.364, -7.364, -4.634], [9.689, -8.811, -2.520], [11.006, -6.577, -3.785], [8.737, -6.134, -2.056]],
  "forces_ev_per_a": [[-0.655, 0.488, 0.152], [0.860, -0.161, -0.312], [-0.675, 1.401, -0.758], [0.296, -0.236, 0.606], [-0.114, -0.025, -0.590], [0.442, -0.817, 0.590], [0.168, -0.083, -0.416], [0.075, 0.451, -0.781], [0.527, -0.620, 0.040], [0.138, -0.128, 0.038], [-0.022, -0.923, -0.661], [0.267, 0.062, 0.341], [-0.312, 0.737, 0.039], [0.473, -0.024, -0.841], [0.046, -0.323, 0.783], [-0.082, -0.062, 0.220], [-0.119, 0.027, -0.246], [-0.112, -0.060, 0.023], [0.329, 0.083, 0.370], [-0.084, -0.542, 0.275], [-0.151, 0.679, -0.295], [-0.040, -0.136, 0.316], [-0.087, 0.326, 0.010], [-0.225, 0.173, 0.054], [0.133, -0.068, -0.017], [-0.153, 0.132, 0.260], [-0.064, 0.133, 0.179], [-0.278, -0.003, 0.332], [-0.015, -0.055, -0.096], [0.172, 0.162, -0.353], [-0.299, 0.166, 0.081], [-0.010, -0.089, -0.087], [0.063, 0.102, 0.053], [-0.018, 0.173, 0.031], [-0.079, 0.346, 0.387], [0.266, 0.184, -0.163], [0.092, -0.321, 0.147], [-0.163, -0.089, 0.023], [0.010, -0.196, -0.069], [-0.094, -0.046, -0.370], [0.128, -0.022, -0.076], [0.088, 0.032, 0.091], [-0.136, 0.031, -0.092], [-0.093, 0.096, -0.224], [-0.026, -1.510, 0.810], [-0.017, -0.031, 0.021], [0.196, -0.046, 0.053], [-0.284, 0.026, 0.023], [-0.018, 0.009, -0.025], [-0.021, 0.003, -0.009], [-0.002, -0.011, 0.000], [0.020, 0.001, 0.008], [0.038, -0.019, -0.268], [-0.013, -0.181, 0.028], [-0.051, -0.010, 0.206], [-0.010, 0.077, -0.017], [0.265, 0.343, -0.142], [-0.061, 0.563, -0.041], [0.062, 0.148, 0.030], [-0.394, -0.054, 0.165], [-0.040, -0.008, 0.000], [0.025, -0.179, 0.023], [-0.007, -0.049, 0.050], [-0.025, -0.041, 0.000], [0.169, 0.030, 0.214], [0.022, 0.021, 0.014], [0.099, 0.032, -0.054], [-0.008, 0.010, 0.042], [-0.010, -0.023, 0.029], [0.002, 0.014, -0.016], [0.002, -0.001, -0.005], [0.028, 0.014, -0.006], [-0.226, -0.089, -0.378], [-0.040, -0.014, -0.087], [-0.080, 0.052, -0.001], [0.237, -0.037, 0.020], [0.007, 0.001, 0.030], [0.024, 0.011, -0.028], [0.064, 0.001, 0.026], [0.003, 0.007, 0.003], [-0.019, -0.002, -0.001], [-0.199, 0.072, 0.274], [-0.002, -0.011, 0.004], [0.049, 0.029, 0.059], [-0.005, 0.014, -0.027], [-0.057, 0.162, -0.070], [-0.024, -0.003, 0.007], [-0.009, -0.024, -0.019], [0.114, -0.190, -0.061], [-0.036, 0.042, 0.007], [-0.277, -0.211, 0.079], [-0.020, 0.025, 0.043], [-0.065, 0.052, 0.003], [-0.051, -0.029, -0.005], [0.011, 0.016, -0.001], [-0.123, -0.098, 0.151], [0.141, 0.013, 0.009], [-0.005, 0.035, -0.018], [-0.020, 0.036, 0.001], [-0.006, -0.006, -0.014], [0.004, -0.026, 0.009], [0.015, -0.005, -0.004], [0.166, 0.097, -0.139]]
}


Entry 3:
{
  "formula": "C27H23Cl5GeMoN2O3",
  "method": "ωB97M-V with the def2-TZVPD basis set",
  "relative_energy_ev": 2.383,
  "lumo_ev": [-8.829, -8.824],
  "orbital_gap_ev": [5.008, 5.014],
  "e_homo_ha": [-0.5085, -0.5085],
  "total_charge": 2,
  "species": ["Mo", "C", "O", "C", "C", "C", "C", "C", "C", "N", "N", "C", "C", "O", "C", "C", "C", "C", "C", "C", "C", "C", "H", "H", "H", "H", "H", "H", "H", "H", "H", "H", "H", "H", "H", "Cl", "C", "C", "Cl", "C", "Cl", "C", "O", "C", "Cl", "C", "Cl", "C", "Ge", "C", "C", "C", "H", "H", "H", "H", "H", "H", "H", "H", "H", "H"],
  "xyz": [[0.641, 0.641, 0.813], [-0.725, 3.235, -2.759], [0.078, 2.192, -2.110], [-0.167, 0.940, -2.630], [0.094, 0.628, -3.963], [0.081, -0.677, -4.390], [-0.199, -1.703, -3.498], [-0.638, -1.427, -2.177], [-0.524, -0.110, -1.695], [-0.892, 0.105, -0.355], [-2.137, -0.237, -0.068], [-2.735, 0.302, 0.976], [-2.160, 1.298, 1.805], [-0.798, 1.706, 1.626], [-3.034, 2.119, 2.507], [-4.402, 1.855, 2.548], [-5.096, 0.940, 1.747], [-6.513, 0.824, 1.607], [-7.066, -0.067, 0.679], [-6.204, -0.894, -0.007], [-4.806, -0.866, 0.179], [-4.199, 0.053, 1.023], [-1.829, 2.921, -2.769], [-0.657, 4.021, -1.992], [-0.435, 3.413, -3.811], [0.245, 1.430, -4.671], [0.159, -0.926, -5.425], [-0.340, -2.731, -3.919], [-0.989, -2.243, -1.505], [-2.645, 3.006, 3.072], [-4.921, 2.360, 3.388], [-7.178, 1.497, 2.161], [-8.116, 0.107, 0.430], [-6.581, -1.767, -0.550], [-4.181, -1.546, -0.393], [6.925, 3.650, -0.501], [5.716, 2.530, -0.162], [4.546, 2.923, 0.501], [4.565, 4.380, 1.475], [3.357, 2.214, 0.387], [1.795, 2.899, 0.941], [3.341, 0.957, -0.236], [2.231, 0.272, -0.359], [4.515, 0.481, -0.776], [4.603, -1.101, -1.417], [5.737, 1.191, -0.699], [7.265, 0.502, -1.152], [4.064, -2.164, 2.042], [2.132, -2.381, 1.597], [1.802, -3.184, -0.139], [1.639, -3.736, 3.004], [0.994, -0.727, 2.028], [4.690, -2.845, 1.387], [4.158, -2.393, 3.137], [4.314, -1.119, 1.839], [2.181, -4.199, -0.218], [2.321, -2.639, -0.911], [0.745, -3.282, -0.399], [1.675, -4.760, 2.574], [0.594, -3.438, 3.038], [2.082, -3.563, 4.005], [0.880, -0.870, 3.143]],
  "forces_ev_per_a": [[0.186, -1.598, -1.393], [-1.540, -0.762, 1.034], [-0.967, -0.372, -0.646], [0.584, -0.976, 1.602], [-0.334, 0.595, 0.456], [-0.477, -0.484, 0.652], [-1.710, -1.042, 0.545], [1.246, -0.352, -0.745], [0.446, -0.482, -2.779], [-1.063, -0.301, 1.635], [1.070, 0.981, -0.512], [-0.652, -1.125, 0.170], [1.963, 2.197, -0.813], [-1.659, -1.719, 0.471], [0.936, 0.624, 0.783], [-0.389, 0.677, 1.759], [1.056, -1.361, -0.419], [0.325, 0.135, -0.253], [0.208, 2.136, 0.762], [1.128, -1.791, 0.264], [-0.382, -0.249, -0.210], [-1.074, 0.967, -0.612], [1.519, 0.229, -0.015], [0.165, 0.356, -1.143], [0.246, 0.344, 0.860], [0.226, 0.062, 0.050], [0.437, 0.021, -0.511], [0.360, 0.968, 0.637], [0.319, 0.797, -0.641], [-0.320, -1.166, -0.511], [-0.033, 0.099, -1.029], [0.420, -0.206, -0.162], [0.251, -0.845, 0.211], [-0.051, 0.735, -0.367], [-0.227, 0.004, 0.109], [0.611, 0.035, 0.355], [-1.054, -1.812, -0.645], [-0.122, 1.365, 0.489], [-0.139, -0.587, -0.682], [0.558, -0.360, -0.101], [1.032, -0.445, 0.090], [0.723, 1.741, -0.225], [-3.303, 0.076, 1.869], [2.323, -0.342, 0.082], [-0.431, -0.253, -0.183], [-0.214, 1.347, 0.624], [-1.051, 0.432, -0.003], [-0.157, 0.334, -0.325], [1.804, -2.461, 0.749], [-0.548, 0.158, -0.471], [-0.893, 1.097, -0.791], [-0.573, 1.189, 0.374], [-0.835, 0.775, 0.875], [0.077, 0.203, -1.172], [0.544, -0.202, 0.166], [0.292, -0.147, 0.603], [-0.072, 0.376, -0.328], [0.080, 0.278, 0.093], [0.286, 0.719, 0.532], [-0.585, -0.657, 0.665], [-0.064, -0.352, -0.820], [-0.503, 0.401, -1.054]]
}